Entry 1:
{
  "formula": "C27H33F2N8",
  "method": "ωB97M-V/def2-TZVPD",
  "gap_ev": 8.265,
  "total_charge": 1,
  "smiles": "CC[NH+]1CCN(Cc2ccc(Nc3ncc(F)c(-c4cc(F)c5nc(C)n(C(C)C)c5c4)n3)nc2)CC1",
  "total_energy_ha": -1686.29731,
  "homo_ev": -10.4,
  "species": ["C", "C", "N", "C", "C", "N", "C", "C", "C", "C", "C", "N", "C", "N", "C", "C", "F", "C", "C", "C", "C", "F", "C", "N", "C", "C", "N", "C", "C", "C", "C", "C", "N", "N", "C", "C", "C", "H", "H", "H", "H", "H", "H", "H", "H", "H", "H", "H", "H", "H", "H", "H", "H", "H", "H", "H", "H", "H", "H", "H", "H", "H", "H", "H", "H", "H", "H", "H", "H", "H"],
  "xyz": [[-1.04, 5.00, 1.43], [-0.90, 4.52, 2.87], [-0.04, 3.32, 2.96], [1.40, 3.62, 2.87], [2.22, 2.33, 2.87], [1.94, 1.60, 4.09], [2.89, 0.53, 4.39], [3.09, -0.45, 3.26], [2.09, -1.35, 2.89], [2.26, -2.14, 1.77], [3.46, -2.01, 1.05], [3.65, -2.72, -0.13], [2.71, -2.76, -1.11], [3.00, -3.46, -2.21], [2.07, -3.46, -3.15], [0.88, -2.75, -3.03], [0.00, -2.77, -4.05], [0.67, -2.01, -1.86], [-0.45, -1.10, -1.58], [-0.27, -0.24, -0.48], [-1.23, 0.68, -0.17], [-1.01, 1.52, 0.91], [-2.39, 0.79, -0.92], [-3.46, 1.63, -0.83], [-4.26, 1.28, -1.80], [-5.55, 1.95, -2.05], [-3.78, 0.25, -2.55], [-4.43, -0.36, -3.70], [-3.60, -0.16, -4.97], [-4.75, -1.83, -3.44], [-2.56, -0.10, -2.02], [-1.60, -1.04, -2.35], [1.60, -2.07, -0.91], [4.45, -1.23, 1.45], [4.26, -0.48, 2.52], [0.54, 1.24, 4.14], [-0.29, 2.52, 4.19], [-0.09, 5.32, 1.01], [-1.72, 5.85, 1.40], [-1.46, 4.21, 0.80], [-1.89, 4.26, 3.25], [-0.48, 5.30, 3.50], [-0.28, 2.71, 2.16], [1.60, 4.19, 1.96], [1.68, 4.22, 3.74], [1.97, 1.74, 1.97], [3.28, 2.57, 2.84], [2.53, 0.02, 5.28], [3.84, 1.01, 4.63], [1.19, -1.45, 3.48], [1.51, -2.83, 1.45], [4.60, -2.93, -0.40], [2.29, -4.03, -4.05], [0.63, -0.33, 0.10], [-5.69, 2.73, -1.31], [-5.58, 2.40, -3.04], [-6.38, 1.25, -1.97], [-5.38, 0.18, -3.83], [-2.67, -0.72, -4.93], [-4.17, -0.50, -5.83], [-3.37, 0.90, -5.11], [-3.84, -2.42, -3.37], [-5.35, -2.22, -4.25], [-5.31, -1.93, -2.51], [-1.74, -1.71, -3.18], [5.10, 0.15, 2.79], [0.22, 0.65, 3.26], [0.35, 0.66, 5.04], [-0.01, 3.12, 5.05], [-1.36, 2.28, 4.24]],
  "lowdin_charge": [-0.045, -0.162, -0.113, -0.080, -0.148, -0.159, -0.132, -0.208, -0.020, -0.004, -0.308, 0.141, -0.369, 0.146, -0.037, -0.178, 0.063, -0.137, -0.124, 0.045, -0.169, 0.015, -0.160, 0.167, -0.321, 0.001, 0.046, -0.358, -0.025, -0.026, -0.120, 0.062, 0.163, 0.140, -0.099, -0.161, -0.084, 0.078, 0.093, 0.079, 0.135, 0.139, 0.141, 0.135, 0.148, 0.136, 0.142, 0.131, 0.127, 0.114, 0.117, 0.155, 0.129, 0.104, 0.086, 0.090, 0.090, 0.132, 0.071, 0.088, 0.088, 0.072, 0.088, 0.088, 0.097, 0.118, 0.119, 0.139, 0.149, 0.143]
}

***

Entry 2:
{
  "formula": "C27H33N2Zr",
  "method": "ωB97M-V/def2-TZVPD",
  "gap_ev": [4.508, 5.080],
  "total_charge": 1,
  "total_energy_ha": -1204.85312,
  "homo_ev": [-9.0, -9.3],
  "species": ["C", "C", "C", "C", "C", "Zr", "C", "C", "H", "C", "H", "H", "C", "H", "H", "H", "C", "H", "H", "H", "C", "H", "H", "H", "C", "H", "H", "H", "C", "H", "H", "H", "C", "H", "H", "H", "C", "H", "H", "H", "C", "C", "C", "C", "H", "C", "H", "C", "H", "H", "H", "N", "C", "C", "C", "C", "N", "C", "C", "H", "H", "H", "H"],
  "xyz": [[1.32, -2.51, 0.59], [2.22, -1.71, -0.18], [1.70, -1.61, -1.51], [0.41, -2.25, -1.54], [0.18, -2.83, -0.23], [0.08, -0.41, -0.06], [-2.15, 1.94, -0.57], [-2.07, 0.66, 0.28], [-2.18, 0.85, 1.35], [-2.17, -0.66, -0.21], [-2.50, -0.89, -1.23], [-2.42, -1.45, 0.50], [-2.87, 3.01, 0.27], [-2.25, 3.32, 1.13], [-3.10, 3.91, -0.32], [-3.81, 2.58, 0.65], [-2.95, 1.69, -1.87], [-2.43, 0.98, -2.52], [-3.95, 1.30, -1.64], [-3.06, 2.62, -2.44], [3.55, -1.21, 0.26], [3.64, -1.19, 1.35], [4.37, -1.84, -0.14], [3.73, -0.18, -0.11], [2.52, -1.18, -2.68], [2.70, -0.11, -2.67], [3.50, -1.67, -2.67], [2.02, -1.43, -3.62], [-0.44, -2.43, -2.75], [-0.59, -1.49, -3.29], [0.04, -3.13, -3.46], [-1.42, -2.84, -2.49], [-0.91, -3.78, 0.12], [-1.85, -3.51, -0.37], [-0.65, -4.80, -0.20], [-1.08, -3.80, 1.20], [1.64, -3.12, 1.91], [0.75, -3.50, 2.41], [2.34, -3.96, 1.79], [2.12, -2.39, 2.58], [0.11, 1.38, -1.44], [-0.83, 2.42, -0.98], [0.63, 1.55, -2.73], [-0.81, 3.73, -1.67], [0.02, 2.34, -0.15], [0.57, 2.77, -3.39], [1.04, 0.69, -3.26], [-0.09, 3.87, -2.83], [-1.33, 4.56, -1.20], [1.06, 2.88, -4.35], [-0.03, 4.83, -3.33], [0.81, 1.58, 7.29], [0.68, 1.28, 6.16], [0.55, 0.90, 4.78], [-0.02, -0.33, 4.44], [-0.15, -0.67, 3.11], [0.34, 0.12, 2.12], [0.89, 1.33, 2.44], [0.98, 1.74, 3.76], [-0.38, -1.02, 5.22], [-0.66, -1.59, 2.80], [1.24, 1.94, 1.60], [1.39, 2.73, 3.99]],
  "lowdin_charge": [-0.299, -0.310, -0.303, -0.326, -0.318, 1.506, -0.549, -0.263, 0.099, -0.207, 0.075, 0.062, -0.037, 0.095, 0.081, 0.101, -0.014, 0.086, 0.105, 0.095, -0.034, 0.077, 0.098, 0.085, -0.038, 0.068, 0.100, 0.088, -0.032, 0.081, 0.100, 0.080, -0.040, 0.073, 0.103, 0.076, -0.038, 0.072, 0.107, 0.076, -0.155, -0.342, -0.084, 0.025, 0.197, -0.009, 0.081, -0.038, 0.123, 0.125, 0.123, 0.196, -0.141, -0.197, 0.025, -0.087, -0.076, -0.083, 0.018, 0.139, 0.123, 0.118, 0.137]
}

***

Entry 3:
{
  "formula": "C27H33N4OPdS3",
  "method": "ωB97M-V/def2-TZVPD",
  "gap_ev": [6.374, 6.276],
  "spin_multiplicity": 5,
  "total_charge": 1,
  "total_energy_ha": -2665.06131,
  "homo_ev": [-10.1, -11.3],
  "species": ["Pd", "C", "C", "C", "C", "C", "C", "N", "C", "C", "C", "C", "C", "C", "N", "N", "C", "C", "C", "C", "C", "N", "H", "H", "H", "H", "H", "H", "H", "H", "H", "H", "H", "H", "H", "C", "C", "S", "C", "C", "S", "H", "H", "H", "H", "H", "H", "C", "C", "C", "S", "O", "C", "C", "C", "H", "H", "H", "H", "H", "H", "H", "H", "H", "H", "H", "H", "H", "H"],
  "xyz": [[-0.09, 0.26, 0.33], [-4.84, -3.01, 0.31], [-4.28, -2.25, -0.71], [-2.92, -1.97, -0.71], [-2.11, -2.50, 0.30], [-2.68, -3.26, 1.32], [-4.04, -3.50, 1.33], [-0.75, -2.17, 0.26], [0.18, -3.12, 0.49], [-0.07, -4.52, 0.53], [0.96, -5.40, 0.78], [2.27, -4.95, 0.97], [2.56, -3.60, 0.85], [1.54, -2.70, 0.61], [1.75, -1.34, 0.30], [2.93, -0.99, 0.11], [3.03, 0.31, -0.50], [4.28, 0.89, -0.54], [4.42, 2.07, -1.27], [3.31, 2.58, -1.92], [2.09, 1.92, -1.80], [1.95, 0.80, -1.10], [-5.91, -3.21, 0.31], [-4.90, -1.86, -1.50], [-2.48, -1.38, -1.49], [-2.06, -3.64, 2.13], [-4.48, -4.08, 2.13], [-1.06, -4.89, 0.32], [0.75, -6.46, 0.80], [3.06, -5.66, 1.17], [3.58, -3.24, 0.93], [5.11, 0.42, -0.04], [5.37, 2.57, -1.33], [3.37, 3.48, -2.52], [1.20, 2.29, -2.28], [-2.24, 3.87, -1.74], [-1.39, 2.95, -0.90], [-1.53, 1.30, -1.25], [-0.54, 3.46, 0.09], [-0.46, 4.94, 0.37], [0.48, 2.49, 1.00], [-2.81, 3.30, -2.47], [-1.62, 4.60, -2.27], [-2.94, 4.43, -1.12], [-1.23, 5.50, -0.14], [0.51, 5.33, 0.05], [-0.55, 5.12, 1.44], [-5.65, 1.07, 1.45], [-4.14, 1.23, 1.38], [-3.45, 0.18, 2.24], [-1.69, 0.44, 2.41], [-1.52, 1.74, 3.08], [-1.35, -0.84, 3.63], [0.12, -1.23, 3.72], [1.06, -0.08, 4.05], [-6.15, 1.81, 0.82], [-6.02, 1.20, 2.47], [-5.96, 0.08, 1.10], [-3.84, 2.22, 1.74], [-3.79, 1.14, 0.35], [-3.62, -0.83, 1.86], [-3.81, 0.23, 3.27], [-1.98, -1.70, 3.41], [-1.69, -0.37, 4.55], [0.42, -1.71, 2.78], [0.20, -2.01, 4.48], [1.04, 0.70, 3.28], [2.08, -0.43, 4.15], [0.77, 0.40, 4.99]],
  "lowdin_spin": [1.188, 0.050, -0.003, 0.049, 0.028, 0.048, -0.004, 0.435, 0.015, 0.117, -0.022, 0.148, -0.018, 0.111, -0.004, 0.085, 0.009, 0.015, 0.000, 0.015, 0.012, 0.083, 0.003, -0.001, 0.002, 0.001, -0.001, 0.005, -0.004, 0.008, -0.003, 0.001, 0.000, 0.001, 0.001, 0.032, 0.216, 0.467, 0.163, 0.020, 0.512, 0.005, 0.007, 0.008, 0.002, 0.004, 0.004, 0.001, 0.004, 0.017, 0.090, 0.041, 0.017, 0.003, 0.003, 0.000, 0.000, 0.000, 0.000, 0.005, 0.001, 0.004, 0.001, 0.002, 0.002, 0.000, 0.002, 0.000, 0.000]
}